This record from the OMol25 dataset describes 10 unconnected molecules or ions with the total composition C36H81FN9O14P. The level of theory is ωB97M-V with the def2-TZVPD basis set.

For the frontier orbital gap, the calculation gives 8.07 eV. The highest occupied orbital energy comes out at -7.66 eV. Its SMILES is O=C(O)CC[PH](O)(CCCF)CCC(=O)O.CN(C)C=O.CN(C)C=O.CN(C)C=O.CN(C)C=O.CN(C)C=O.CN(C)C=O.CN(C)C=O.CN(C)C=O.CN(C)C=O.

ORCA input file:
```
! wB97M-V def2-TZVPD RIJCOSX def2/J DEFGRID3
* xyz 0 1
O 5.399 -3.833 3.185
C 5.614 -3.919 1.968
O 6.732 -4.743 1.590
C 4.755 -3.243 0.810
C 3.831 -2.018 1.324
P 1.984 -2.402 1.364
O 2.360 -3.701 2.507
C 1.515 -1.003 0.167
C 0.172 -0.208 0.635
C 0.437 0.720 1.915
F 1.831 0.640 2.357
C 1.253 -3.773 0.238
C -0.320 -3.910 0.553
C -0.724 -5.220 1.367
O -1.954 -5.365 1.610
O 0.173 -6.186 1.869
H 6.700 -4.816 0.606
H 4.116 -3.979 0.212
H 5.522 -2.812 0.063
H 4.134 -1.112 0.711
H 4.144 -1.786 2.408
H 1.074 -1.905 2.381
H 2.010 -3.462 3.395
H 1.231 -1.465 -0.850
H 2.303 -0.197 0.014
H -0.042 0.518 -0.233
H -0.735 -0.883 0.727
H 0.094 1.797 1.788
H -0.194 0.292 2.773
H 1.506 -3.632 -0.861
H 1.782 -4.744 0.562
H -0.908 -3.884 -0.431
H -0.588 -3.024 1.236
H 0.288 -6.844 1.123
C 3.389 1.911 -1.353
O 3.332 0.697 -1.288
N 4.477 2.626 -1.751
C 4.470 4.073 -1.804
C 5.682 1.914 -2.135
H 2.529 2.546 -1.084
H 4.673 4.394 -2.829
H 5.248 4.458 -1.140
H 3.504 4.471 -1.489
H 5.455 1.248 -2.971
H 6.027 1.312 -1.291
H 6.464 2.616 -2.428
C -1.015 0.213 -2.957
O -1.475 -0.503 -2.086
N -1.722 1.124 -3.688
C -1.098 1.940 -4.709
C -3.142 1.281 -3.434
H 0.052 0.176 -3.231
H -1.224 2.994 -4.449
H -1.580 1.740 -5.669
H -0.033 1.717 -4.790
H -3.290 1.572 -2.395
H -3.642 0.324 -3.605
H -3.568 2.040 -4.091
C -3.544 0.894 2.220
O -2.328 0.949 2.293
N -4.269 0.695 1.084
C -5.716 0.650 1.104
C -3.582 0.523 -0.185
H -4.177 1.009 3.115
H -6.047 -0.322 0.731
H -6.105 1.442 0.459
H -6.097 0.794 2.117
H -2.921 -0.343 -0.119
H -2.978 1.410 -0.387
H -4.299 0.375 -0.992
C -6.926 3.374 -1.962
O -5.756 3.236 -1.648
N -7.739 4.378 -1.538
C -9.121 4.475 -1.956
C -7.202 5.385 -0.638
H -7.430 2.666 -2.639
H -9.271 5.426 -2.474
H -9.765 4.436 -1.073
H -9.385 3.657 -2.627
H -6.355 5.885 -1.119
H -6.849 4.896 0.274
H -7.968 6.121 -0.387
C -4.038 7.616 -1.677
O -5.162 7.193 -1.464
N -3.086 7.824 -0.729
C -1.768 8.330 -1.058
C -3.399 7.529 0.655
H -3.698 7.871 -2.693
H -1.018 7.598 -0.748
H -1.606 9.269 -0.524
H -1.673 8.507 -2.131
H -3.668 6.474 0.745
H -4.252 8.136 0.968
H -2.542 7.744 1.294
C 1.114 -7.844 -1.156
O 0.897 -6.942 -0.360
N 2.249 -8.582 -1.214
C 2.431 -9.639 -2.190
C 3.315 -8.306 -0.269
H 0.371 -8.134 -1.915
H 2.594 -10.583 -1.667
H 3.302 -9.407 -2.808
H 1.553 -9.734 -2.832
H 2.937 -8.440 0.747
H 3.640 -7.270 -0.387
H 4.158 -8.977 -0.437
C 9.742 -0.593 1.584
O 8.909 -0.136 0.822
N 9.477 -1.141 2.802
C 10.525 -1.665 3.654
C 8.102 -1.202 3.260
H 10.815 -0.596 1.333
H 10.336 -2.725 3.840
H 10.519 -1.121 4.602
H 11.503 -1.553 3.183
H 7.514 -1.785 2.549
H 7.695 -0.189 3.306
H 8.047 -1.664 4.246
C -2.660 11.496 1.350
O -1.761 10.772 0.961
N -3.101 11.578 2.635
C -4.179 12.466 3.022
C -2.473 10.751 3.647
H -3.202 12.164 0.662
H -3.808 13.170 3.772
H -4.993 11.874 3.448
H -4.554 13.024 2.163
H -1.408 10.988 3.693
H -2.586 9.700 3.371
H -2.931 10.925 4.621
C -0.844 -12.224 -1.509
O 0.319 -12.324 -1.167
N -1.698 -11.240 -1.112
C -3.074 -11.185 -1.564
C -1.214 -10.214 -0.209
H -1.311 -12.951 -2.193
H -3.239 -10.243 -2.093
H -3.737 -11.238 -0.697
H -3.298 -12.016 -2.236
H -0.373 -9.697 -0.675
H -0.868 -10.685 0.714
H -2.005 -9.498 0.019
*
```



This record from the OMol25 dataset describes 6 unconnected molecules or ions with the total composition C36H81N3O6. The level of theory is ωB97M-V with the def2-TZVPD basis set.

For the frontier orbital gap, the calculation gives 7.97 eV. The highest occupied orbital energy comes out at -7.71 eV. Its SMILES is CC1(C)CCCC(C)(C)N1O.CC1(C)CCCC(C)(C)N1O.CC1(C)CCCC(C)(C)N1O.CC(C)O.CC(C)O.CC(C)O. As for the relative energy (zero: lowest compared OMol25 entry of this formula, charge and spin): 6.872 eV.

ORCA input file:
```
! wB97M-V def2-TZVPD RIJCOSX def2/J DEFGRID3
* xyz 0 1
C -5.275 7.413 -0.713
C -4.534 6.095 -1.063
C -3.432 5.950 0.052
C -4.058 5.567 1.377
C -4.879 4.276 1.242
C -5.901 4.164 0.072
N -5.228 4.790 -1.150
O -6.165 4.671 -2.186
C -6.213 2.678 -0.098
C -7.191 4.868 0.561
C -3.730 6.167 -2.369
H -6.150 7.380 -1.363
H -4.648 8.191 -1.147
H -5.421 7.469 0.366
H -2.703 5.199 -0.252
H -2.861 6.872 0.161
H -4.629 6.416 1.752
H -3.383 5.321 2.196
H -5.362 3.944 2.160
H -4.172 3.446 1.231
H -6.670 2.105 0.709
H -6.799 2.635 -1.017
H -5.253 2.244 -0.376
H -8.046 4.858 -0.116
H -7.575 4.543 1.528
H -7.013 5.943 0.565
H -4.416 6.515 -3.142
H -3.279 5.286 -2.826
H -2.915 6.890 -2.330
H -5.789 4.085 -2.847
C 1.907 3.053 -2.503
C 2.113 1.994 -1.454
C 0.847 1.146 -1.421
C 0.948 -0.256 -0.823
C 2.203 -1.015 -1.336
C 3.575 -0.158 -1.238
N 3.334 1.190 -1.802
O 4.556 1.930 -1.888
C 4.119 -0.156 0.159
C 4.683 -0.898 -2.089
C 2.288 2.660 -0.082
H 1.054 3.648 -2.178
H 1.768 2.585 -3.477
H 2.777 3.693 -2.654
H 0.174 1.642 -0.721
H 0.136 1.003 -2.234
H -0.003 -0.781 -0.908
H 1.075 -0.113 0.250
H 2.000 -1.228 -2.385
H 2.266 -1.951 -0.781
H 3.394 0.329 0.813
H 4.129 -1.178 0.537
H 5.032 0.407 0.350
H 5.666 -0.499 -1.836
H 4.659 -1.913 -1.691
H 4.448 -0.930 -3.152
H 1.820 3.638 -0.198
H 3.320 2.780 0.247
H 1.863 2.091 0.744
H 4.885 1.825 -2.784
C 1.710 -1.475 9.652
C 1.116 -0.669 8.461
C 2.269 0.181 7.900
C 1.855 0.841 6.526
C 1.366 -0.140 5.511
C 0.313 -1.161 6.063
N 0.612 -1.640 7.425
O -0.100 -2.675 7.875
C -1.082 -0.558 5.920
C 0.477 -2.341 5.071
C -0.078 0.211 8.854
H 2.328 -0.823 10.269
H 2.387 -2.215 9.224
H 1.055 -1.986 10.357
H 2.739 0.881 8.592
H 3.124 -0.421 7.592
H 2.576 1.478 6.014
H 0.947 1.423 6.689
H 2.218 -0.724 5.163
H 1.124 0.476 4.645
H -1.861 -1.195 5.501
H -1.540 -0.052 6.769
H -1.015 0.214 5.153
H -0.360 -3.010 5.269
H 0.721 -2.120 4.031
H 1.401 -2.839 5.362
H -0.541 0.877 8.125
H 0.429 0.769 9.641
H -0.848 -0.394 9.334
H 0.411 -3.464 7.678
C 0.376 -0.580 -6.856
C -0.876 -0.823 -7.704
C -1.021 0.224 -8.834
O -0.806 -2.070 -8.398
H 1.304 -0.537 -7.426
H 0.415 -1.427 -6.172
H 0.333 0.352 -6.293
H -1.781 -0.768 -7.099
H -1.691 -0.184 -9.591
H -0.063 0.289 -9.351
H -1.414 1.210 -8.585
H -1.627 -2.180 -8.884
C 3.411 -5.869 -5.738
C 3.821 -5.498 -7.144
C 5.241 -4.863 -7.121
O 3.810 -6.687 -7.815
H 2.567 -6.559 -5.731
H 3.236 -5.100 -4.986
H 4.214 -6.468 -5.308
H 2.976 -4.900 -7.485
H 6.028 -5.602 -6.966
H 5.275 -4.075 -6.369
H 5.445 -4.308 -8.037
H 2.889 -6.948 -7.885
C 1.755 -6.784 -0.054
C 0.211 -7.098 0.233
C 0.018 -7.724 1.561
O -0.323 -5.791 0.327
H 1.882 -6.251 -0.996
H 2.218 -7.769 -0.118
H 2.122 -6.110 0.719
H -0.067 -7.819 -0.536
H -1.030 -7.875 1.821
H 0.340 -7.107 2.400
H 0.559 -8.646 1.775
H -0.847 -5.623 -0.460
*
```



This record from the OMol25 dataset describes a molecular structure, C36H84F9N6O12Zn. The level of theory is ωB97M-V with the def2-TZVPD basis set.

For the frontier orbital gap, the calculation gives 4.93 eV. The highest occupied orbital energy comes out at -3.40 eV.

ORCA input file:
```
! wB97M-V def2-TZVPD RIJCOSX def2/J DEFGRID3
* xyz -1 1
Zn 1.388 1.953 -2.201
C -0.525 4.753 -2.292
O -1.808 4.666 -2.842
O -0.028 3.508 -2.337
C 0.294 5.904 -3.021
F -0.026 5.974 -4.322
F 0.169 7.110 -2.472
F 1.634 5.620 -2.999
C -2.797 5.611 -2.481
C -2.924 6.744 -3.492
H -2.839 6.425 -4.531
H -3.910 7.204 -3.368
H -2.177 7.542 -3.432
H -2.834 5.953 -1.445
H -3.710 5.034 -2.660
H -0.551 5.107 -1.244
C -0.420 -0.522 -1.217
O 0.544 -0.742 -0.173
O -0.143 0.661 -1.796
C -0.502 -1.804 -2.091
F 0.779 -2.047 -2.520
F -0.841 -2.906 -1.385
F -1.319 -1.805 -3.140
C 0.020 -1.373 0.991
C 1.144 -1.489 2.013
H 0.851 -2.168 2.817
H 1.956 -2.052 1.544
H 1.451 -0.525 2.407
H -0.240 -2.401 0.719
H -0.867 -0.870 1.383
H -1.411 -0.446 -0.746
C -4.197 2.327 1.147
O -3.120 3.307 1.318
O -4.406 2.030 -0.121
C -3.942 1.189 2.176
F -2.613 0.919 2.314
F -4.351 1.600 3.424
F -4.553 0.009 1.951
C -3.234 4.071 2.495
C -2.261 5.270 2.371
H -2.531 6.050 3.089
H -1.202 5.103 2.586
H -2.304 5.609 1.337
H -3.018 3.492 3.395
H -4.245 4.488 2.538
H -5.115 2.885 1.437
C 4.024 -0.612 -3.082
C 4.004 -0.369 -1.566
C 5.187 0.346 -0.912
O 4.918 0.385 0.471
C 6.078 0.635 1.281
N 2.760 0.460 -1.265
H 4.227 0.258 -3.698
H 3.114 -1.142 -3.354
H 4.843 -1.339 -3.159
H 3.877 -1.308 -1.022
H 5.388 1.317 -1.378
H 6.071 -0.282 -1.086
H 6.482 1.612 1.001
H 6.833 -0.145 1.234
H 5.602 0.787 2.248
H 2.896 0.676 -0.275
H 2.052 -0.274 -1.183
C 1.689 -4.379 -0.619
C 3.082 -5.026 -0.833
C 3.508 -6.007 0.249
O 3.176 -5.511 1.526
C 3.975 -5.990 2.587
N 3.086 -5.786 -2.109
H 1.083 -5.074 -0.018
H 1.115 -4.393 -1.540
H 1.672 -3.457 -0.043
H 3.731 -4.166 -1.015
H 4.595 -6.092 0.150
H 2.946 -6.936 0.116
H 3.637 -5.675 3.568
H 4.999 -5.691 2.337
H 4.001 -7.087 2.629
H 2.764 -6.725 -1.909
H 2.496 -5.367 -2.811
C -5.908 -3.967 1.871
C -4.751 -4.837 1.428
C -4.452 -4.982 -0.078
O -3.378 -5.874 -0.176
C -2.870 -6.144 -1.451
N -3.585 -4.414 2.209
H -6.792 -4.157 1.255
H -5.622 -2.922 1.742
H -6.186 -4.190 2.898
H -4.940 -5.881 1.703
H -4.238 -4.044 -0.602
H -5.374 -5.442 -0.465
H -1.935 -6.672 -1.258
H -2.549 -5.225 -1.961
H -3.542 -6.673 -2.133
H -3.522 -3.423 2.375
H -2.737 -4.813 1.831
C 2.221 0.451 8.458
C 1.298 -0.397 7.554
C 1.196 -0.038 6.071
O 0.968 1.331 5.930
C 0.477 1.845 4.716
N 1.530 -1.845 7.722
H 3.196 0.422 7.960
H 2.382 -0.092 9.386
H 1.677 1.385 8.539
H 0.309 -0.182 7.980
H 0.431 -0.693 5.643
H 2.157 -0.334 5.619
H 0.249 2.904 4.824
H -0.446 1.385 4.348
H 1.254 1.757 3.952
H 0.912 -2.358 7.093
H 2.433 -1.990 7.259
C -1.739 -1.487 -6.638
C -2.428 -0.251 -5.998
C -3.676 -0.640 -5.199
O -4.271 0.425 -4.516
C -5.501 0.057 -3.970
N -1.535 0.387 -5.029
H -0.973 -1.314 -7.387
H -2.494 -2.206 -6.988
H -1.357 -2.078 -5.800
H -2.604 0.564 -6.703
H -3.457 -1.418 -4.457
H -4.331 -1.108 -5.954
H -6.078 0.927 -3.661
H -5.368 -0.500 -3.029
H -6.075 -0.588 -4.649
H -1.028 -0.207 -4.382
H -0.724 0.648 -5.603
C 4.551 4.705 -0.853
C 3.431 3.652 -0.779
C 2.380 3.869 0.287
O 1.516 2.716 0.296
C 0.501 2.930 1.299
N 2.830 3.430 -2.103
H 4.188 5.654 -1.258
H 5.370 4.353 -1.479
H 4.861 4.939 0.168
H 3.936 2.731 -0.477
H 1.786 4.769 0.083
H 2.744 3.856 1.316
H 0.973 3.209 2.243
H 0.001 1.968 1.404
H -0.251 3.624 0.923
H 3.563 3.637 -2.779
H 2.213 4.243 -2.216
*
```



What is the highest occupied orbital energy in the third record?
-3.40 eV



Number 3 is which compound?
C36H84F9N6O12Zn



Which formula does entry 3 have?
C36H84F9N6O12Zn